1.
Molecular formula: CH6NS
Method: DFT, the ωB97M-V functional and the def2-TZVPD basis

Geometry (Å):
C  2.343881  -0.299389  0.422799
N  -1.898215  0.139548  -0.243303
S  1.358711  -0.040419  -0.765376
H  3.207126  -0.959103  0.298565
H  2.300316  0.313475  1.275455
H  -1.096811  -0.322700  0.241049
H  -2.774482  0.078075  0.163193
H  -1.515040  1.159727  -0.145364
H  -1.925483  -0.069218  -1.247016

Atoms 1-6, force components in eV/Å:
C 1.710 -0.429 -0.021
N 4.215 2.998 -0.706
S -1.497 -0.008 -1.567
H -0.246 0.033 0.226
H -0.026 0.344 1.402
H -0.868 -0.493 -0.414

The charge is +1. The calculation puts the total energy at -13451.45171 eV.

=====

2.
Molecular formula: C4H7NO2
Method: DFT, the ωB97M-V functional and the def2-TZVPD basis

Geometry (Å):
C  -1.903333  0.540545  -0.125340
C  -0.738879  -0.048466  0.672106
O  -0.441032  -1.134549  -0.137144
C  0.909836  -1.119818  -0.435840
C  1.423098  0.227063  0.022915
N  2.577934  0.672725  -0.209879
O  0.416245  0.829940  0.718427
H  -1.993904  1.576820  0.122674
H  -2.832985  -0.022086  0.022118
H  -1.729361  0.453269  -1.229138
H  -0.800244  -0.384465  1.748773
H  1.038512  -1.239395  -1.508402
H  1.354118  -1.937874  0.120460
H  2.720001  1.586285  0.218276

Atoms 1-6, force components in eV/Å:
C -0.181 0.211 0.071
C -0.361 -0.043 0.034
O 0.064 -0.846 0.082
C 0.674 -0.216 -0.067
C 0.228 -0.115 -0.137
N -0.396 -0.021 0.264

The charge is 0. The calculation puts the total energy at -9845.58495 eV. The structure (SMILES) is [H]/N=C1/CO[C@H](C)O1.

=====

3.
Molecular formula: C9H9Cl24N3OP
Method: DFT, the ωB97M-V functional and the def2-TZVPD basis

Geometry (Å):
O  1.075123  -0.922373  2.190319
P  0.921405  0.462773  1.548962
N  -0.546818  1.189851  2.304897
C  -1.763653  1.084595  1.745962
N  -2.797763  2.074329  1.471526
C  -4.058844  1.323816  1.882021
C  -3.671550  -0.167561  1.392459
N  -2.153277  -0.279294  1.387999
H  0.647690  0.345668  0.146220
H  2.041416  1.323457  1.795375
H  -0.456302  1.665688  3.219114
H  -2.843628  2.440648  0.499816
H  -4.970591  1.815094  1.415103
H  -3.962346  1.361529  3.029105
H  -4.046807  -1.022750  2.064614
H  -4.169899  -0.455603  0.393180
H  -2.019770  -0.751565  2.308142
C  3.764841  1.583418  -1.404685
Cl  3.204780  2.799057  -2.571364
Cl  2.454005  1.250415  -0.236914
Cl  4.198609  0.084652  -2.250650
Cl  5.187286  2.200386  -0.540996
C  1.342187  -0.116877  -5.163322
Cl  2.413487  -1.527527  -5.063542
Cl  0.268709  -0.288502  -6.566853
Cl  0.365393  -0.008321  -3.680016
Cl  2.315991  1.357659  -5.337282
C  0.425883  -3.348354  5.359453
Cl  0.689031  -3.438555  7.113088
Cl  -0.031956  -4.950285  4.745825
Cl  -0.879135  -2.187787  5.015483
Cl  1.916951  -2.811425  4.561593
C  6.197484  -0.827199  -6.215734
Cl  5.648188  -2.448792  -5.740555
Cl  5.581920  -0.444571  -7.836788
Cl  5.588136  0.372162  -5.053002
Cl  7.972247  -0.786971  -6.230877
C  -0.780107  4.199835  -4.667546
Cl  -0.995359  3.104647  -6.047398
Cl  0.722990  3.787289  -3.813693
Cl  -0.691261  5.874848  -5.248076
Cl  -2.157238  4.030141  -3.556010
C  -4.387218  -3.793269  6.338998
Cl  -5.169111  -2.440256  7.183117
Cl  -3.883086  -3.266507  4.716887
Cl  -2.962778  -4.321077  7.257468
Cl  -5.531705  -5.141921  6.192973

Atoms 1-6, force components in eV/Å:
O -0.031 3.238 -1.637
P -0.941 -5.581 3.613
N -0.091 1.309 -0.530
C -1.349 -1.838 -2.089
N 1.024 -1.899 1.063
C 1.626 -0.817 0.126

The charge is +1. The calculation puts the total energy at -325811.69867 eV.

=====

4.
Molecular formula: C26H79BrFeO14
Method: DFT, the ωB97M-V functional and the def2-TZVPD basis

Geometry (Å):
Fe  6.806392  0.395646  17.718337
O  5.645776  0.561155  19.374185
H  6.090398  0.851026  20.194436
Br  8.130376  0.020724  15.572243
C  4.573392  3.430762  22.716935
C  5.099116  2.397691  21.739291
O  4.251709  2.348293  20.661126
H  4.638406  4.450600  22.337701
H  5.106363  3.354164  23.664654
H  3.575940  3.157833  23.061462
H  5.138090  1.393126  22.160506
H  6.110536  2.696784  21.464191
H  4.541816  1.626296  20.098845
C  6.504326  -2.898655  21.520208
C  8.016095  -2.963409  21.721697
O  8.617937  -1.804023  21.223726
H  6.075046  -2.057078  22.063883
H  6.095036  -3.839967  21.886985
H  6.385936  -2.745549  20.447538
H  8.450914  -3.806835  21.185347
H  8.261130  -3.117376  22.772579
H  9.145453  -1.410637  21.922703
C  1.854607  -1.409113  20.237642
C  3.230757  -1.338295  20.746238
O  4.049788  -1.578061  19.632858
H  1.567830  -2.354774  19.777667
H  1.621157  -0.638518  19.502942
H  1.145263  -1.190575  21.035880
H  3.372393  -2.078518  21.533706
H  3.465835  -0.369662  21.187362
H  4.647795  -0.827761  19.600729
C  1.041269  1.515753  16.775381
C  2.350397  1.769391  17.467568
O  3.239465  2.322698  16.515717
H  0.437289  2.405975  16.599887
H  0.492377  0.789487  17.374850
H  1.220458  1.060370  15.801417
H  2.748233  0.949124  18.065046
H  2.161564  2.626716  18.113663
H  2.845095  3.102398  16.118044
C  9.399993  -2.940650  17.660062
C  7.925714  -2.687289  18.039697
O  7.737493  -1.445513  18.671053
H  9.793281  -2.157657  17.011729
H  9.369828  -3.890520  17.126272
H  10.020907  -3.036229  18.550821
H  7.511550  -3.452085  18.696697
H  7.299583  -2.802221  17.154898
H  8.061419  -1.587043  19.563597
C  11.574990  2.202441  16.650708
C  10.585785  3.339815  16.476401
O  10.234312  3.775956  17.746445
H  11.822761  1.804535  15.666641
H  11.168734  1.355188  17.203185
H  12.514976  2.508105  17.110179
H  9.691262  3.033736  15.933961
H  11.031681  4.140565  15.886409
H  10.787165  4.517466  18.003616
C  4.005474  -6.597987  19.749624
C  3.898050  -5.084699  19.930754
O  4.707411  -4.352471  19.033245
H  5.016863  -6.973781  19.594818
H  3.510756  -7.008538  18.869393
H  3.557282  -7.130032  20.588764
H  4.308983  -4.855334  20.913932
H  2.874771  -4.712003  19.885126
H  4.481812  -3.431528  19.183450
C  6.044091  3.984045  18.431764
C  6.191254  3.587409  16.950581
O  5.930243  2.182615  16.793761
H  6.159528  5.065388  18.505809
H  6.730229  3.578431  19.175257
H  5.059390  3.683490  18.789725
H  7.179345  3.903924  16.616518
H  5.449748  4.099059  16.337000
H  4.977660  2.165764  16.675926
C  8.860363  4.655567  12.112550
C  8.538260  3.364135  12.866205
O  7.465371  3.514748  13.807360
H  9.623977  4.478980  11.355052
H  9.243092  5.430368  12.776853
H  7.966958  5.069007  11.644575
H  9.426500  2.998735  13.381581
H  8.189267  2.573511  12.201963
H  7.199756  2.652813  14.136186
C  6.357552  -0.000226  10.220937
C  7.200131  -0.037337  11.557242
O  6.394252  0.601016  12.614283
H  6.939153  -0.412460  9.396373
H  6.116275  1.048207  10.045813
H  5.399007  -0.488502  10.396663
H  8.155082  0.463390  11.397736
H  7.433784  -1.079950  11.772842
H  6.816610  0.449816  13.463015
C  10.120620  0.850510  19.944084
C  8.701352  1.455461  19.938869
O  8.300906  1.676156  18.552704
H  10.878203  1.590915  19.687255
H  10.123947  0.055353  19.198548
H  10.397348  0.460263  20.923481
H  8.650648  2.351453  20.557515
H  8.028050  0.721018  20.380864
H  8.929497  2.338973  18.257482
C  10.679292  -2.050970  12.836802
C  11.517030  -2.289894  14.081374
O  11.627521  -1.041379  14.697298
H  11.155069  -1.418541  12.087285
H  9.697733  -1.701082  13.156505
H  10.384689  -2.973823  12.337157
H  12.452310  -2.746601  13.757681
H  10.996288  -2.935849  14.788243
H  10.716471  -0.769898  14.830993
C  4.135161  -0.697147  14.907348
C  4.940359  -1.653439  15.820379
O  5.281575  -0.956229  16.983617
H  3.079322  -0.637525  15.171470
H  4.175466  -1.072887  13.884954
H  4.574973  0.298471  14.848956
H  5.892582  -1.826198  15.318869
H  4.394077  -2.578028  16.006972
H  4.671413  -1.244291  17.666489

Atoms 1-6, force components in eV/Å:
Fe -0.056 0.192 0.147
O 0.207 -0.136 0.499
H -0.055 -0.466 -0.854
Br 0.267 -0.027 -0.249
C 0.073 -0.752 1.026
C -0.056 0.474 0.768

The charge is 0. The spin multiplicity is 5. The calculation puts the total energy at -161337.97151 eV. Its expectation value of S² is 6.0063.

=====

5.
Molecular formula: C29H28Cl64FOSi
Method: DFT, the ωB97M-V functional and the def2-TZVPD basis

Geometry (Å):
C  3.739159  -2.458243  3.810168
C  3.374031  -3.901630  3.454708
C  1.862059  -4.206298  3.491679
C  0.953854  -3.357279  2.567854
C  0.509184  -3.860747  1.155680
C  0.508959  -5.401080  1.051409
C  1.834138  -6.128566  0.839565
O  2.196229  -6.373815  -0.542239
Si  3.584941  -7.231719  -0.725712
C  4.121424  -7.203859  -2.522783
C  3.294419  -9.023946  -0.225039
C  4.982088  -6.591809  0.342577
C  1.335956  -3.196224  0.143775
F  2.837307  -3.286686  0.347316
C  1.052209  -3.561058  -1.322084
C  2.209006  -3.251292  -2.281003
H  4.833775  -2.346629  3.853363
H  3.336618  -2.174606  4.793729
H  3.389893  -1.759667  3.038401
H  3.826601  -4.176218  2.491698
H  3.835800  -4.558185  4.215170
H  1.732287  -5.288038  3.347948
H  1.558318  -4.016285  4.538407
H  0.048439  -3.122507  3.169087
H  1.455064  -2.382853  2.429730
H  0.093528  -5.795041  1.994234
H  -0.216128  -5.700974  0.272149
H  1.782800  -7.121456  1.335263
H  2.643410  -5.575274  1.326672
H  3.924943  -8.166949  -3.015080
H  5.209714  -7.045909  -2.549590
H  3.644814  -6.402385  -3.101887
H  2.359609  -9.395134  -0.664814
H  3.249054  -9.125723  0.868514
H  4.129897  -9.649093  -0.575886
H  5.213366  -5.538984  0.122992
H  5.876869  -7.222099  0.246839
H  4.668376  -6.616097  1.397461
H  1.108120  -2.128037  0.236672
H  0.711387  -4.597661  -1.433806
H  0.205000  -2.922127  -1.624206
H  1.863878  -3.301123  -3.327151
H  2.543870  -2.213304  -2.125546
H  3.059332  -3.927282  -2.134156
C  4.672887  0.192612  -0.550986
Cl  5.306911  -1.439299  -0.721252
Cl  5.845365  1.180632  0.342876
Cl  4.423764  0.908115  -2.156019
Cl  3.137720  0.157504  0.305304
C  -0.926386  1.436864  0.165686
Cl  0.229911  2.279676  -0.870221
Cl  -0.206235  0.003378  0.849694
Cl  -1.468304  2.530079  1.451593
Cl  -2.327939  0.938574  -0.811926
C  -2.864223  6.787951  -0.047480
Cl  -1.894289  5.325661  -0.137084
Cl  -2.094904  7.941697  1.053119
Cl  -3.032663  7.522291  -1.647249
Cl  -4.479612  6.390415  0.567228
C  2.565992  4.316318  2.573347
Cl  1.450311  5.559887  1.995997
Cl  3.092312  3.326275  1.216364
Cl  3.966732  5.113774  3.328310
Cl  1.774462  3.275983  3.744859
C  -0.217765  -0.529561  5.010196
Cl  -0.680671  0.804718  6.104558
Cl  -1.602255  -0.984479  4.030667
Cl  1.108702  0.013973  3.983468
Cl  0.333087  -1.908115  5.964206
C  -3.234325  11.181527  3.285240
Cl  -3.214785  12.740866  4.116643
Cl  -4.419955  10.113620  4.035371
Cl  -3.687895  11.421600  1.594376
Cl  -1.631390  10.447930  3.355077
C  -8.935183  9.518417  2.885605
Cl  -9.846428  10.706532  3.827002
Cl  -9.794317  9.179774  1.378750
Cl  -7.331349  10.157259  2.525258
Cl  -8.774522  8.026794  3.818915
C  -0.940419  -10.132620  -0.259150
Cl  -2.672275  -10.277078  -0.611575
Cl  -0.442350  -8.456945  -0.370326
Cl  -0.628568  -10.743937  1.373223
Cl  -0.034463  -11.114180  -1.425941
C  4.209200  9.102952  1.096729
Cl  2.591407  8.433330  0.904145
Cl  4.159227  10.859040  0.830241
Cl  4.794589  8.779926  2.729912
Cl  5.288181  8.362972  -0.083355
C  -5.156005  -1.611378  -3.628403
Cl  -6.399631  -0.550631  -4.329176
Cl  -4.271172  -2.425663  -4.916132
Cl  -4.019234  -0.651983  -2.684180
Cl  -5.908834  -2.817660  -2.584043
C  -3.959930  -2.856966  6.869743
Cl  -2.982015  -1.411193  7.115843
Cl  -3.109933  -3.970121  5.802197
Cl  -4.261363  -3.642918  8.430110
Cl  -5.508363  -2.402550  6.140584
C  -6.304571  10.957643  -1.434450
Cl  -7.094765  11.904226  -0.164372
Cl  -7.486878  10.548732  -2.682024
Cl  -4.999148  11.913822  -2.148344
Cl  -5.636574  9.482327  -0.742130
C  5.703693  9.469127  -4.091752
Cl  5.349192  10.353716  -5.584363
Cl  7.395502  8.957334  -4.103046
Cl  5.411995  10.508525  -2.698197
Cl  4.661128  8.048877  -3.993764
C  2.538236  6.194755  -7.774221
Cl  3.389219  4.650043  -7.689749
Cl  3.546186  7.460691  -7.067153
Cl  2.191971  6.584186  -9.465032
Cl  1.022251  6.082818  -6.875284
C  -9.391785  -4.466757  -5.113709
Cl  -8.595790  -2.980488  -4.602938
Cl  -8.307456  -5.381287  -6.166940
Cl  -9.792112  -5.442261  -3.694277
Cl  -10.878047  -4.079659  -5.994809
C  -0.635502  -5.316336  -4.709887
Cl  -1.914680  -4.553447  -3.768090
Cl  0.686721  -5.791333  -3.654969
Cl  -1.287802  -6.745422  -5.535262
Cl  -0.045392  -4.167584  -5.925258

Atoms 1-6, force components in eV/Å:
C 0.294 -0.059 -0.234
C 0.065 -0.358 0.261
C 0.364 0.250 0.263
C -0.854 0.127 -0.144
C 1.709 -0.463 0.227
C -0.667 0.719 -0.075

The charge is -1. The calculation puts the total energy at -844601.67740 eV.

=====

6.
Molecular formula: C4H10O2PS
Method: DFT, the ωB97M-V functional and the def2-TZVPD basis

Geometry (Å):
C  0.946790  -2.221833  -0.720541
C  0.486913  2.359753  0.113218
C  0.624616  -0.859580  -0.130752
C  -0.888904  1.651376  0.004804
O  -2.257090  -0.433969  1.453475
O  -3.482416  -1.116676  -0.591204
P  -0.675014  0.058441  -1.061262
S  -2.189610  -1.192921  0.163269
H  0.016280  -2.643527  -1.017660
H  1.680646  -2.152691  -1.462558
H  1.530109  -2.953767  0.028893
H  1.284954  1.643063  0.343247
H  0.833096  2.891566  -0.806355
H  0.659688  3.270519  0.834208
H  1.417484  0.006333  -0.165212
H  0.189753  -0.918637  0.877988
H  -1.642226  2.260550  -0.546548
H  -1.463717  1.516309  0.964029

Atoms 1-6, force components in eV/Å:
C 1.543 -0.662 3.045
C 0.791 2.121 0.464
C 1.033 2.495 0.573
C -0.252 0.427 -0.315
O 0.106 -0.280 -0.174
O 0.532 -0.074 0.232

The charge is -1. The calculation puts the total energy at -28529.04707 eV. The structure (SMILES) is CCP(CC)#S(=O)[O-].